# 1
92
Properties=species:S:1:pos:R:3:forces:R:3 method="wB97M-V/def2-TZVPD" homo_ha=-0.320
C 5.56685 9.80478 -3.99804 -0.1 0.9 -0.8
S 3.77443 9.56527 -4.00187 0.4 -2.6 -0.2
O 3.39750 9.13937 -5.39087 0.0 0.8 0.4
C 3.95833 7.92152 -3.19257 0.8 0.1 0.0
H 5.62233 10.85090 -4.30820 0.6 -0.1 0.1
H 6.00572 9.17998 -4.77491 -0.2 -0.1 -0.1
H 6.09634 9.61698 -3.06889 -0.4 0.2 0.3
H 4.64264 7.97069 -2.34256 -0.8 0.2 0.6
H 4.56433 7.28590 -3.84604 -0.4 0.3 -0.6
H 2.99280 7.45190 -3.03262 0.0 0.1 0.3
C -1.13019 7.43444 -3.52663 0.4 -0.2 0.6
S -1.34219 6.96880 -5.25158 -0.3 0.7 -1.4
O -2.25751 7.91189 -5.96716 -0.4 -0.4 0.5
C 0.23981 7.54675 -5.92041 0.6 -0.3 0.8
H -0.10166 7.78746 -3.46754 0.0 -0.2 0.5
H -1.33094 6.50806 -2.98539 0.5 0.0 0.1
H -1.77717 8.16419 -3.04322 -0.3 0.3 -0.8
H 0.39230 7.11406 -6.90463 -0.3 0.1 -0.1
H 1.10832 7.26877 -5.31569 -0.1 -0.1 0.1
H 0.17626 8.63269 -5.93405 -0.1 0.0 -0.2
C -1.51852 -4.31839 6.07740 -0.3 0.0 -0.5
C -0.30888 -4.99847 6.05547 0.1 -0.2 1.0
C 0.86036 -4.35104 5.71222 0.1 0.7 -0.6
C 0.79215 -3.05593 5.17056 -0.3 0.4 1.0
C -0.43806 -2.38272 5.12643 0.1 -0.8 -0.1
C -1.58689 -3.03683 5.59082 0.1 0.8 -0.8
C -0.55108 -1.06109 4.45117 -0.8 -0.2 -0.2
O -1.63173 -0.54165 4.23880 0.2 -0.2 0.3
C 0.67858 -0.45091 3.93006 0.7 0.1 -0.1
C 0.57987 0.78745 3.29944 -0.4 0.1 -0.8
C 1.65339 1.32735 2.66059 1.6 0.5 -1.4
C 2.90167 0.73067 2.68555 0.2 -1.0 1.3
C 3.03328 -0.42637 3.44942 0.3 -0.6 0.8
C 1.94103 -1.09715 4.02706 -1.0 2.2 -0.4
C 2.05500 -2.33860 4.80527 0.1 -0.9 -0.5
O 3.12845 -2.83536 5.05991 0.4 0.0 0.2
H -2.45195 -4.78655 6.36420 0.2 -0.2 0.1
H -0.28838 -6.01888 6.41825 0.2 0.0 0.0
H 1.84610 -4.77552 5.84190 -0.1 -0.3 -0.2
H -2.53417 -2.55123 5.38797 0.0 0.1 0.4
H -0.29382 1.37459 3.04326 -0.7 -0.7 0.9
H 1.53831 2.18700 2.00893 -0.2 0.2 0.4
H 3.81887 1.12719 2.27385 -0.3 0.3 -0.3
H 4.01471 -0.78743 3.73886 0.0 -0.3 -0.5
C 2.36814 4.04476 -3.28359 -0.1 0.7 0.9
C 1.54298 4.72391 -2.37840 -0.8 -1.3 -0.4
C 0.68376 3.95890 -1.57779 0.9 0.7 0.9
C 0.76055 2.57007 -1.51175 1.0 0.5 -1.1
C 1.63246 1.92203 -2.39894 -0.3 0.1 0.3
C 2.47068 2.66673 -3.20410 -0.1 0.2 -1.4
C 1.60303 0.44271 -2.53293 0.4 -0.4 0.8
O 2.18379 -0.14014 -3.41755 0.1 0.1 -0.4
C 0.87982 -0.32298 -1.47358 -0.4 0.4 0.6
C 1.09094 -1.68684 -1.36390 0.4 -1.2 0.2
C 0.43265 -2.45966 -0.39952 -0.1 0.9 -1.2
C -0.53248 -1.82389 0.33733 0.0 -1.4 1.0
C -0.67637 -0.46128 0.35774 -1.0 0.5 -0.1
C 0.02919 0.33155 -0.54111 0.9 0.0 -0.1
C 0.05389 1.83510 -0.46076 -1.7 -0.4 -0.1
O -0.55093 2.45966 0.39008 0.2 -0.4 0.3
H 2.92470 4.62813 -4.00541 0.3 -0.2 0.0
H 1.49697 5.80112 -2.31863 0.0 0.0 -0.2
H 0.08161 4.47290 -0.83999 -0.2 -0.1 -0.1
H 3.11970 2.17098 -3.91580 0.0 -0.2 0.2
H 1.80532 -2.20676 -1.99033 0.0 0.4 -0.3
H 0.54277 -3.52943 -0.29375 0.3 0.0 -0.2
H -1.11191 -2.48529 0.97668 -0.3 0.5 0.2
H -1.46165 -0.11205 1.01978 0.3 0.7 0.0
C -1.80188 -8.34686 3.20367 -0.1 -0.1 -0.3
C -1.96082 -7.14260 3.89510 0.8 -0.5 0.4
C -2.24656 -5.97990 3.22542 -0.6 -0.4 -1.4
C -2.56696 -6.09765 1.85584 -0.2 0.7 -0.2
C -2.54724 -7.30901 1.17115 0.0 -0.9 0.2
C -2.15029 -8.45725 1.87200 0.3 0.4 -0.1
C -3.13499 -7.51100 -0.21075 -1.1 0.6 1.2
O -3.28414 -8.60893 -0.68584 0.5 -0.2 -0.3
C -3.79528 -6.30930 -0.79141 -0.8 0.6 0.0
C -4.62616 -6.39726 -1.90232 0.2 -0.2 -1.1
C -5.09904 -5.26259 -2.57058 0.2 -0.4 0.6
C -4.84194 -4.01841 -2.03847 0.3 0.1 -0.3
C -4.13615 -3.91776 -0.84585 -0.7 0.5 0.0
C -3.70574 -5.04820 -0.17695 1.0 0.2 -0.2
C -3.07976 -4.85823 1.16470 0.2 -1.1 0.2
O -3.05794 -3.79432 1.73233 0.0 0.6 0.0
H -1.36179 -9.20244 3.69928 -0.4 -0.1 0.2
H -1.76486 -7.19697 4.95849 0.0 0.4 0.0
H -2.29489 -4.98167 3.63097 0.0 -0.1 0.4
H -2.12299 -9.41134 1.36370 0.1 0.0 -0.1
H -4.86689 -7.35460 -2.34835 0.3 -0.2 0.2
H -5.62170 -5.34208 -3.51354 -0.2 -0.2 0.1
H -5.16720 -3.15331 -2.60259 0.1 0.2 0.3
H -3.97101 -2.94309 -0.40431 0.0 -0.1 0.1



# 2
96
Properties=species:S:1:pos:R:3:forces:R:3 method="wB97M-V/def2-TZVPD" homo_ha=0.034 multiplicity=2 total_charge=-2
Co 0.16298 -0.02829 1.25453 0.2 -0.6 -1.1
C -3.27083 0.62347 0.82828 0.1 0.6 -0.1
N -2.23854 1.62679 1.09019 0.1 -0.2 0.3
C -1.98840 1.91051 2.50297 -0.2 0.2 -0.6
C -0.59796 1.75995 3.04681 0.0 -0.2 0.7
N 0.17012 0.69053 3.06029 0.2 0.4 0.2
C 1.25679 1.00004 3.85922 0.1 0.3 0.3
C 2.38145 0.26152 4.21873 0.1 0.0 -0.1
C 3.34061 0.88014 5.00138 0.1 -0.2 -0.1
C 3.19718 2.19549 5.44956 -0.2 0.2 0.0
C 2.06680 2.93243 5.13462 0.1 0.0 0.0
C 1.11573 2.31309 4.33961 0.1 -0.2 0.0
N -0.08755 2.75005 3.83464 -0.1 0.0 -0.1
C -2.88868 -0.67232 0.20108 0.1 -0.7 0.0
N -2.12225 -1.60544 0.74788 -0.2 0.1 -0.1
C -2.21924 -2.75273 -0.03206 -0.1 -0.1 -0.4
C -1.59183 -3.98140 0.08279 0.1 -0.1 -0.1
C -1.84008 -4.90463 -0.91728 0.1 -0.1 0.2
C -2.68520 -4.61741 -1.99051 -0.1 0.2 -0.2
C -3.31018 -3.38664 -2.10436 0.1 -0.1 -0.1
C -3.05542 -2.46022 -1.10695 0.0 -0.2 0.3
N -3.49896 -1.16962 -0.91131 -0.1 0.3 0.1
H -4.03427 1.07267 0.18136 0.0 -0.1 0.0
H -3.77027 0.38838 1.77609 0.0 -0.1 -0.1
H -1.37339 1.40777 0.60169 -0.1 0.2 -0.3
H -2.63105 1.27286 3.12093 0.1 0.0 0.1
H -2.28120 2.95008 2.70845 0.0 0.0 0.1
H 2.52251 -0.74971 3.86697 0.0 0.0 0.0
H 4.23903 0.33229 5.25914 0.0 0.0 0.0
H 3.98171 2.64897 6.04205 0.0 0.0 0.0
H 1.94131 3.95286 5.47534 0.0 0.0 0.0
H -0.39071 3.70695 3.80034 -0.1 0.0 0.0
H -0.91566 -4.18872 0.89959 0.0 0.1 0.0
H -1.34735 -5.86818 -0.87791 0.0 0.0 0.0
H -2.82710 -5.35407 -2.77117 0.0 0.0 0.0
H -3.93730 -3.14557 -2.95285 0.0 0.0 0.0
H -3.78902 -0.57320 -1.67499 0.2 0.2 -0.1
Br 1.28624 5.08471 1.31097 0.1 0.0 0.0
C 2.49393 3.61526 1.16093 -0.3 0.0 0.0
C 3.85601 3.85367 1.26550 0.2 -0.4 -0.1
C 4.72824 2.79335 1.22486 0.3 0.4 0.1
Br 6.60376 3.17648 1.34368 -0.1 -0.1 0.0
C 4.27641 1.46097 1.14175 -0.2 0.0 0.0
C 5.10403 0.32326 1.19539 -0.2 -0.3 0.0
C 4.52705 -0.92315 1.16962 0.5 0.3 0.0
C 3.14094 -1.03904 1.07365 -0.6 -0.1 0.0
N 2.33778 0.00087 1.00257 0.2 0.0 0.2
C 2.87641 1.23822 1.02969 0.3 0.0 0.0
C 1.92325 2.33544 0.98731 -0.3 0.4 -0.1
O 0.68831 2.12731 0.84380 0.3 -0.2 0.1
H 4.22673 4.86263 1.37623 0.0 0.0 0.0
H 6.17685 0.44038 1.25614 0.0 0.0 0.0
H 5.14223 -1.81167 1.22361 0.0 0.0 0.0
H 2.66343 -2.01236 1.06321 0.0 0.0 0.0
C -1.12152 -1.37043 1.73521 0.1 -0.2 0.6
C -1.22326 -2.20221 2.87215 -0.3 0.5 -0.3
C -2.43394 -2.87330 3.24526 0.1 -0.2 0.1
C -2.53316 -3.60103 4.41261 0.1 0.0 -0.1
C -1.44600 -3.74242 5.27668 0.0 -0.1 0.2
C -0.24092 -3.12793 4.92335 0.0 0.0 -0.1
C -0.12870 -2.38600 3.76868 0.1 0.0 0.1
H -3.30349 -2.77909 2.60325 0.0 0.0 0.0
H -3.48223 -4.06548 4.66765 0.0 0.0 0.0
H -1.53158 -4.31307 6.19452 0.0 0.0 0.0
H 0.62794 -3.25075 5.56427 0.0 0.0 0.0
H 0.81225 -1.92452 3.49345 0.0 -0.1 0.0
C 0.83007 2.65968 -3.47261 0.0 0.1 0.0
O 0.82884 1.68835 -4.50610 -0.1 -0.3 0.2
C -0.13788 1.81491 -5.46620 -0.1 0.0 -0.2
C 0.32566 2.09788 -6.74018 -0.1 0.0 -0.1
C -0.52144 2.29348 -7.82635 0.1 0.0 -0.1
C -1.89065 2.21987 -7.61009 0.0 0.0 0.0
C -2.37735 1.91174 -6.35596 0.1 0.0 -0.1
C -1.54081 1.66340 -5.24172 0.0 0.1 0.3
N -2.15486 1.31846 -4.06812 0.2 0.1 -0.2
C -1.67286 0.65115 -2.90038 -0.3 0.1 0.6
C -0.84223 -0.48784 -2.90111 -0.2 0.0 -0.2
C -0.66129 -1.32322 -4.03537 -0.1 0.3 0.3
C 0.19195 -2.41557 -4.02351 0.3 -0.2 0.2
C 0.90026 -2.73271 -2.87200 0.0 -0.4 -0.4
C 0.71838 -1.96314 -1.72231 -0.4 0.6 0.3
C -0.13429 -0.85454 -1.68177 0.5 -0.7 -0.5
O -0.28610 -0.11017 -0.60694 -0.4 0.6 0.4
H 1.22341 3.61746 -3.84898 0.0 -0.1 0.0
H 1.48007 2.27326 -2.68918 0.0 0.0 0.0
H -0.15972 2.81430 -3.04469 -0.1 -0.1 0.0
H 1.39930 2.18378 -6.86126 0.0 0.0 0.1
H -0.12002 2.51939 -8.80697 0.0 0.0 0.0
H -2.58416 2.39135 -8.42696 0.0 0.0 0.0
H -3.44996 1.82453 -6.20676 0.0 0.0 0.0
H -3.13107 1.56188 -4.05901 -0.1 -0.2 -0.2
H -1.90841 1.15364 -1.96846 0.4 0.2 -0.1
H -1.21025 -1.08818 -4.94143 0.0 0.1 0.0
H 0.31200 -3.01919 -4.91954 0.0 0.0 0.0
H 1.59089 -3.57200 -2.86144 -0.1 0.0 0.0
H 1.25177 -2.20075 -0.80572 0.0 0.0 0.0



# 3
100
Properties=species:S:1:pos:R:3:forces:R:3 method="wB97M-V/def2-TZVPD" relative_energy_kcal_mol=34.4 homo_ha="-0.479 / -0.479" total_charge=+2
Ir -0.53118 0.45540 -0.14761 -1.3 2.1 -1.3
S -0.28011 0.64242 2.20564 0.0 0.3 0.4
C 1.37459 0.26498 2.40913 -0.9 0.3 -1.6
N 1.81195 -0.23035 3.49889 1.4 -0.4 1.9
C 3.22548 -0.69455 3.56692 -0.5 -0.2 0.1
C 4.07127 0.30144 2.86240 0.2 0.3 -0.3
N 3.59530 0.39758 1.45671 2.3 -0.1 0.6
C 4.59815 0.34640 0.34049 0.0 0.0 0.2
C 4.71513 -1.04740 -0.23124 -0.2 0.2 0.2
C 4.40623 -1.24609 -1.56524 -0.1 0.0 -0.3
C 4.45609 -2.52133 -2.11277 0.0 0.1 -0.2
C 4.79837 -3.60033 -1.32062 0.0 -0.2 0.1
C 5.13346 -3.40237 0.01291 0.0 0.0 0.1
C 5.09557 -2.12751 0.55418 0.1 -0.1 0.3
C 2.34409 0.41760 1.24797 -2.0 -0.2 0.2
S 1.75129 0.64445 -0.31324 -0.2 -0.4 -0.4
C 1.06340 -0.28775 4.78793 0.2 0.1 0.0
C 1.48914 0.82082 5.74486 0.2 -0.2 -0.3
C 2.00384 0.45183 6.98246 0.0 -0.1 0.1
C 2.37704 1.41938 7.90939 0.0 -0.1 0.0
C 2.25717 2.76330 7.59611 0.0 0.0 -0.1
C 1.76103 3.14198 6.35217 0.1 0.0 -0.1
C 1.38424 2.17643 5.42813 0.0 -0.1 0.0
H 3.28676 -1.67391 3.08896 -0.1 -0.1 0.0
H 3.51947 -0.78315 4.60668 -0.1 0.1 0.1
H 5.11827 0.02329 2.87561 0.1 -0.1 -0.2
H 3.97210 1.27569 3.34019 0.1 0.2 -0.1
H 5.54061 0.72006 0.73333 0.0 0.0 0.2
H 4.27715 1.02643 -0.43960 0.0 0.2 0.0
H 4.12402 -0.39623 -2.18723 0.1 -0.1 0.1
H 4.21945 -2.67110 -3.16003 0.0 0.0 0.1
H 4.79998 -4.60065 -1.73742 0.1 0.1 0.0
H 5.42298 -4.24393 0.63199 0.0 0.1 -0.1
H 5.38171 -1.98603 1.59721 -0.1 0.0 -0.2
H 1.31118 -1.24461 5.24233 0.0 -0.1 -0.1
H 0.00365 -0.28503 4.57913 -0.2 0.1 -0.1
H 2.09831 -0.60238 7.23758 0.0 0.2 0.0
H 2.75705 1.11762 8.87928 0.0 0.0 -0.1
H 2.55265 3.51719 8.31609 0.0 0.0 0.0
H 1.66786 4.19420 6.10394 0.0 -0.1 0.0
H 0.99661 2.48993 4.46549 -0.1 0.0 0.0
C 1.83165 -1.58765 -5.57426 0.1 0.0 -0.1
C 2.33803 -1.04267 -4.40244 0.0 0.0 0.0
C 1.47416 -0.60675 -3.40764 -0.1 0.0 -0.2
C 0.09552 -0.71489 -3.58344 0.1 0.1 -0.1
C -0.40986 -1.28519 -4.75733 0.0 0.0 -0.1
C 0.45989 -1.71329 -5.74946 -0.1 0.0 0.0
P -1.08223 -0.02626 -2.41120 0.2 -0.3 0.2
C -2.54863 -1.04434 -2.57585 -0.1 0.0 0.1
C -3.81447 -0.52034 -2.82479 0.0 -0.1 -0.1
C -4.91457 -1.36645 -2.84675 -0.1 0.1 -0.1
C -4.75553 -2.72258 -2.59002 0.0 0.0 0.0
C -3.49337 -3.24475 -2.33618 0.1 0.0 0.0
C -2.38633 -2.40887 -2.33162 0.2 -0.2 0.1
C -1.47407 1.65238 -2.95486 0.1 0.0 0.6
C -1.94578 1.97288 -4.22107 -0.2 0.5 -0.5
C -2.21270 3.30381 -4.55944 0.0 -0.5 -0.2
C -1.98848 4.30099 -3.63536 0.1 0.4 0.2
C -1.50903 3.99561 -2.34481 -0.1 0.2 -0.1
C -1.25654 5.01095 -1.39514 -0.2 -0.1 -0.7
C -0.77850 4.70843 -0.12814 0.4 -0.6 0.9
C -0.53260 3.38946 0.23143 0.0 1.6 0.3
C -0.77702 2.33563 -0.66980 0.3 -2.6 0.2
C -1.26590 2.64653 -1.99513 0.0 0.0 -0.3
H 2.50995 -1.92654 -6.35117 -0.1 0.0 0.1
H 3.41269 -0.96176 -4.26124 -0.2 0.0 -0.1
H 1.87931 -0.20152 -2.49665 0.0 0.0 -0.1
H -1.48010 -1.40722 -4.89238 0.1 0.0 0.0
H 0.06499 -2.15205 -6.65877 0.0 0.0 0.1
H -3.95033 0.53914 -3.00392 0.0 0.0 0.0
H -5.89959 -0.96454 -3.06626 0.1 0.0 0.1
H -5.61883 -3.37757 -2.59229 0.0 0.0 0.0
H -3.36805 -4.30495 -2.14095 0.0 0.1 0.0
H -1.39883 -2.81678 -2.11782 -0.2 0.0 0.0
H -2.09639 1.19089 -4.96121 0.0 0.1 0.1
H -2.58421 3.54747 -5.54829 0.0 0.0 0.1
H -2.17062 5.34165 -3.89658 0.0 -0.2 0.0
H -1.43206 6.04697 -1.67578 0.0 -0.1 0.0
H -0.60170 5.49992 0.59195 0.0 -0.1 -0.1
H -0.17277 3.18006 1.22970 0.0 -0.1 -0.1
Br -7.38960 2.09977 -2.16489 -0.2 0.3 -0.4
C -6.65143 0.99255 -0.86162 -0.6 -0.7 0.6
C -7.46052 0.03205 -0.21603 0.6 0.4 -0.2
N -6.97979 -0.79707 0.70787 0.5 0.3 -0.1
C -5.68750 -0.68077 1.03504 0.1 0.3 -0.3
C -4.82649 0.25760 0.43479 -0.4 -0.7 0.2
C -5.32044 1.10580 -0.52929 -0.1 0.1 -0.3
C -3.40818 0.35727 0.85444 -0.1 -0.1 1.0
O -3.13528 0.47553 2.03265 0.7 0.0 -0.9
O -2.55675 0.30847 -0.17483 0.4 -0.3 0.5
H -8.51855 -0.04651 -0.45151 0.1 0.0 0.0
H -5.30873 -1.37223 1.78396 0.0 0.1 -0.1
H -4.68188 1.83711 -1.01685 -0.1 -0.1 0.1
F -0.29971 -1.72377 0.06084 -0.1 0.6 0.0
P 0.27545 -3.19359 0.88527 0.0 -0.4 1.1
F 1.64305 -2.37625 1.21674 0.1 0.5 -0.1
F 0.87863 -3.60473 -0.51337 0.1 0.1 -0.5
F 0.80222 -4.47901 1.61269 0.2 -0.2 0.1
F -1.11898 -3.82462 0.52352 -0.4 -0.1 -0.3
F -0.35406 -2.59707 2.24642 0.1 0.3 -0.3



Number 1: calculated total energy -3172.7347 a.u.. Number 2: calculated total energy -8914.8881 a.u.. Number 3: calculated total energy -6846.1942 a.u..